1.
This record from the Open Molecules 2025 dataset describes a 2-piece molecular cluster, C7H9N overall. The level of theory is ωB97M-V with the def2-TZVPD basis set.

Structure (ORCA input):
```
! RIJCOSX wB97M-V def2-TZVPD def2/J DEFGRID3
* xyz 0 1
C 0.310 -1.407 0.076
C 0.914 -1.344 -1.080
C 1.366 -0.384 0.042
C 2.592 0.049 0.816
C 1.532 1.058 0.320
H -0.647 -1.952 0.552
H 1.081 -1.525 -2.087
H 3.493 0.244 0.224
H 2.721 -0.190 1.832
H 0.757 1.508 0.914
H 1.944 1.536 -0.474
C -2.353 0.952 0.207
C -2.465 0.354 -0.920
N -3.630 0.217 -0.033
H -1.895 1.567 1.022
H -2.142 -0.040 -1.845
H -3.577 -0.645 0.432
*
```

Properties
Gap between HOMO and LUMO (eV): 9.23
Largest force on an atom (eV/A): 3.35
Relative energy (zero: lowest compared OMol25 entry of this formula, charge and spin) (kJ/mol): 845.7

Atom charges from the Löwdin analysis, given in e for atoms 1 to 2: atom 1 (C): -0.033, atom 2 (C): 0.049

***

2.
This record from the Open Molecules 2025 dataset describes one molecule with the formula C19H19N3OS. The level of theory is ωB97M-V with the def2-TZVPD basis set.

Structure (ORCA input):
```
! RIJCOSX wB97M-V def2-TZVPD def2/J DEFGRID3
* xyz 0 1
C -3.611 -2.787 0.134
C -2.237 -2.295 -0.209
C -2.016 -1.692 -1.456
C -0.785 -1.212 -1.842
C 0.265 -1.345 -0.943
N 1.572 -0.938 -1.036
C 2.116 -1.274 0.093
S 3.733 -0.822 0.577
C 3.923 0.657 -0.474
C 2.629 1.465 -0.589
O 2.325 2.000 -1.625
N 1.930 1.542 0.580
C 0.532 1.586 0.703
C -0.020 1.171 1.912
C -1.394 1.079 2.069
C -2.210 1.394 1.002
C -1.656 1.824 -0.201
C -0.292 1.936 -0.363
C -2.735 2.117 -1.199
C -3.968 1.423 -0.600
C -3.706 1.362 0.913
N 1.262 -1.903 0.955
C 0.048 -1.960 0.311
C -1.194 -2.438 0.689
H -3.652 -3.148 1.159
H -4.343 -1.989 0.017
H -3.899 -3.600 -0.531
H -2.852 -1.607 -2.136
H -0.628 -0.743 -2.799
H 4.719 1.247 -0.017
H 4.223 0.347 -1.474
H 2.392 1.148 1.392
H 0.634 0.902 2.731
H -1.811 0.747 3.008
H 0.140 2.250 -1.298
H -2.490 1.749 -2.194
H -2.888 3.198 -1.267
H -4.895 1.942 -0.839
H -4.032 0.408 -0.995
H -4.133 0.472 1.376
H -4.126 2.237 1.418
H 1.489 -2.258 1.868
H -1.345 -2.898 1.655
*
```

Properties
Gap between HOMO and LUMO (eV): 8.28
Largest force on an atom (eV/A): 0.87
Relative energy (zero: lowest compared OMol25 entry of this formula, charge and spin) (kJ/mol): 18.7

Atom charges from the Löwdin analysis, given in e for atoms 1 to 2: atom 1 (C): -0.051, atom 2 (C): -0.284